A | Entry from OMol25: the ion C6H14NO with charge -1 (ωB97M-V with the def2-TZVPD basis set).

Properties
* LUMO energy: 3.2 eV
* SMILES: CCCCNCC[O-]
* charge: -1
* frontier orbital gap: 5.30 eV

Last column: Löwdin charge in e.
Atoms and positions in Å:
C -0.26121 0.68382 0.41758  -0.263
N 1.07225 0.42888 -0.14587  -0.109
C 1.99555 -0.29751 0.74352  -0.253
C 3.49979 0.01139 0.26404  -0.613
O 4.37786 -0.60471 1.01403  -0.367
C -1.20925 1.02002 -0.72701  -0.179
C -2.70263 -1.02677 0.15200  -0.138
C -2.36028 -0.03340 -0.99724  -0.247
H -0.52522 -0.21325 0.99324  0.083
H -0.11314 1.54457 1.09021  0.112
H 1.07368 -0.15015 -0.97321  0.087
H 2.10345 -0.07234 1.81377  0.101
H 1.95185 -1.37914 0.55960  0.089
H 3.54393 -0.17303 -0.91521  0.079
H 3.62739 1.14123 0.37383  0.068
H -1.71048 1.94941 -0.44222  0.095
H -0.66343 1.04311 -1.67298  0.098
H -3.48135 -1.76503 -0.00956  0.056
H -1.84424 -1.60340 0.50154  0.055
H -2.90392 -0.32125 0.97790  0.075
H -2.17853 -0.69488 -1.86074  0.090
H -3.29208 0.51244 -1.15721  0.082

=====

B | Entry from OMol25: the ion C6H14NO with charge -1 (ωB97M-V with the def2-TZVPD basis set).

Properties
* LUMO energy: 3.8 eV
* SMILES: CCN(CC)CC[O-]
* charge: -1
* frontier orbital gap: 6.12 eV

Last column: Löwdin charge in e.
Atoms and positions in Å:
C -2.08620 0.11891 -1.41056  -0.105
C -0.86583 0.82742 -0.84767  -0.314
N -0.06346 -0.06420 -0.02958  -0.175
C 0.62961 0.71113 1.00320  -0.266
C -0.32002 1.05196 2.17393  -0.097
C 0.93319 -0.79617 -0.85261  -0.210
C 1.70957 -1.92799 -0.08631  -0.510
O 2.51764 -1.50220 0.91294  -0.382
H -1.72468 -0.75220 -1.95914  0.056
H -2.80260 -0.16734 -0.64865  0.059
H -2.66370 0.70617 -2.13684  0.059
H -1.11602 1.72316 -0.27149  0.099
H -0.33747 1.29915 -1.69336  0.106
H 1.40475 0.07437 1.42046  0.072
H 1.10621 1.60093 0.56751  0.107
H -0.22445 2.08807 2.51851  0.051
H -0.04476 0.44897 3.03950  0.059
H -1.36846 0.91763 1.90881  0.053
H 1.70060 -0.14110 -1.29286  0.105
H 0.33596 -1.23559 -1.65365  0.084
H 0.95295 -2.65251 0.27822  0.076
H 2.32715 -2.32857 -0.94038  0.071

=====

Winner for stability: B

=====

A | Entry from OMol25: a structure of composition C9H12N4 (ωB97M-V with the def2-TZVPD basis set).

Properties
* LUMO energy: -0.1 eV
* frontier orbital gap: 8.43 eV

Last column: Löwdin charge in e.
Atoms and positions in Å:
C -3.11149 -0.48394 -2.32358  -0.098
C 0.24272 -2.47978 -0.00893  -0.129
C -0.82555 -2.08227 -0.81734  -0.086
C 1.05453 -1.69706 0.74942  -0.106
C -1.08321 -0.78513 -0.97566  -0.034
C 0.79776 -0.26390 1.00274  -0.176
C 0.25176 0.53488 -0.25356  -0.356
C -0.49788 1.68870 0.23714  -0.119
C 1.37506 0.71499 -1.33820  -0.027
N -3.51924 0.55813 -3.07576  -0.013
N -2.67275 1.51912 -2.99236  -0.047
N -1.75459 1.22701 -2.19593  0.023
N -2.00755 -0.05694 -1.68240  -0.053
H -3.66959 -1.46413 -2.25627  0.149
H 0.64130 -3.55392 -0.06526  0.129
H -1.38901 -2.72637 -1.45264  0.100
H 1.80953 -2.17935 1.34505  0.095
H 0.05862 -0.19397 1.80162  0.105
H 1.78439 0.33997 1.26386  0.157
H -1.02505 1.39520 1.25821  0.120
H -1.23151 2.13748 -0.56195  0.087
H 0.27404 2.49036 0.37017  0.097
H 2.25049 1.22899 -0.98900  0.078
H 0.93828 1.18079 -2.12296  0.025
H 1.72942 -0.22811 -1.71383  0.078

=====

B | Entry from OMol25: an isolated molecule of C9H12N4 (ωB97M-V with the def2-TZVPD basis set).

Properties
* LUMO energy: 1.0 eV
* SMILES: Cc1ccnn1[C@H](C)n1cccn1
* frontier orbital gap: 10.12 eV

Last column: Löwdin charge in e.
Atoms and positions in Å:
C -1.49811 -1.75382 2.55561  -0.055
C -0.37589 0.44407 -3.03955  -0.031
C -0.95801 -0.64550 3.23639  -0.172
C 0.17075 -0.86526 -3.08430  -0.181
C -0.91244 -1.70853 1.30319  -0.059
C -0.16872 0.82438 -1.72720  -0.243
C -0.43522 2.23512 -1.19456  -0.008
C 2.00056 -1.48817 0.34117  -0.018
C 0.97977 -0.34792 0.31502  -0.256
N -0.04482 -0.05083 2.51104  0.058
N 0.61797 -1.24525 -1.95542  0.047
N -0.04533 -0.64794 1.30821  -0.119
N 0.43771 -0.25012 -1.05292  -0.046
H -2.12954 -2.50727 2.82429  0.059
H -0.77875 1.00766 -3.85521  0.095
H -1.14512 -0.18476 4.25507  0.122
H 0.32606 -1.49251 -3.95732  0.106
H -0.85014 -2.44541 0.60005  0.089
H 0.04794 2.92490 -1.93192  0.101
H -1.51595 2.24346 -1.14964  0.080
H -0.04003 2.32482 -0.22283  0.044
H 2.52310 -1.31058 1.29294  0.095
H 2.63751 -1.35998 -0.46548  0.047
H 1.38421 -2.43769 0.23321  0.101
H 1.35102 0.65073 0.50611  0.144

=====

Winner for stability: B

=====

A | Entry from OMol25: a cluster of 2 separate species, C2H2Cl2N2 in total (ωB97M-V with the def2-TZVPD basis set).

Properties
* LUMO energy (spin up / spin down): -0.4 / -0.4 eV
* frontier orbital gap (spin up / spin down): 8.69 / 8.69 eV

Last column: Löwdin charge in e.
Atoms and positions in Å:
C -0.04904 0.66544 -0.88812  -0.882
C -0.05912 -0.43993 1.23925  -0.495
N 0.02343 -0.54598 -1.73126  0.052
N 1.06002 0.19996 -1.53771  0.027
Cl -0.96397 2.08580 -1.17816  0.619
Cl 0.73364 -1.79917 0.56993  0.610
H -1.14798 -0.41373 1.56330  0.048
H 0.40303 0.24760 1.96276  0.021

=====

B | Entry from OMol25: a structure of composition C2H2Cl2N2 (ωB97M-V with the def2-TZVPD basis set).

Properties
* LUMO energy: -1.1 eV
* frontier orbital gap: 8.67 eV

Last column: Löwdin charge in e.
Atoms and positions in Å:
C 1.19668 -1.03916 -0.53171  -0.322
C 0.00010 -0.64649 0.04969  -0.092
N 2.12298 -1.36099 -1.06290  0.194
N 0.56906 -0.30311 1.83454  -0.971
Cl -0.74374 0.59577 2.51503  0.488
Cl 0.87247 -1.74528 2.75533  0.486
H -0.15529 0.41265 -0.05882  0.075
H -0.71218 -1.50737 0.41560  0.142

=====

Winner for stability: B

=====

A | Entry from OMol25: an isolated molecule of CH3NO4 (ωB97M-V with the def2-TZVPD basis set).

Properties
* LUMO energy: 0.7 eV
* SMILES: O=CON(O)O
* frontier orbital gap: 11.00 eV

Last column: Löwdin charge in e.
Atoms and positions in Å:
C -1.69048 -0.27123 0.16450  -0.372
N 0.47018 0.28834 0.55871  -0.229
O 1.39472 -0.61043 1.01801  0.041
O -0.45501 -0.46534 -0.26283  0.032
O 1.10846 1.24546 -0.21568  0.035
O -2.19733 0.40558 1.00223  0.105
H -2.31238 -0.87872 -0.50478  0.141
H 0.64182 2.01958 0.17743  0.133
H 1.34670 -1.37541 0.42000  0.114

=====

B | Entry from OMol25: a cluster of 2 separate species, CH3NO4 in total (ωB97M-V with the def2-TZVPD basis set).

Properties
* LUMO energy: -0.2 eV
* SMILES: O=[N+]([O-])O.C=O
* frontier orbital gap: 11.07 eV

Last column: Löwdin charge in e.
Atoms and positions in Å:
C 0.23675 0.71266 -0.46508  -0.103
N 0.89721 -0.74239 3.20262  -0.465
O 1.72179 -0.32037 2.19159  0.107
O 1.38960 -0.56881 4.25366  0.135
O 0.32306 -0.46180 -0.21911  0.000
O -0.22601 -1.17465 2.95469  0.083
H -0.64691 1.13924 -0.86890  0.067
H 0.91552 1.57564 0.02940  0.133
H 1.32323 -0.39743 1.32798  0.043

=====

Winner for stability: A